1.
14
Properties=species:S:1:pos:R:3:forces:R:3 method="wB97M-V/def2-TZVPD" gap_ha=0.354 smiles="C/N=C(/N)C(N)=O" e_lumo_ev=0.87 e_tot_ha=-357.97578 total_charge=0
C 1.68578 1.05645 -0.52316 -0.1 0.2 0.0
N 1.52338 -0.37651 -0.60127 -0.8 -0.3 0.7
C 0.47799 -0.90024 -0.11806 -1.1 0.9 0.2
N 0.15850 -2.15291 0.24189 -0.4 0.4 0.1
C -1.16652 -0.13796 0.27045 -0.3 -0.5 0.2
N -1.80846 1.04822 0.09190 0.5 0.0 -0.2
O -1.88321 -1.00097 0.79154 0.2 0.3 -0.1
H 2.44157 1.30293 0.23677 -0.1 -0.1 -0.2
H 0.74957 1.53613 -0.20378 0.2 0.2 -0.1
H 2.02054 1.49537 -1.47233 -0.1 -0.2 0.2
H -0.86445 -2.04503 0.65975 1.7 -1.1 -0.3
H 0.90513 -2.76507 0.57020 -0.5 0.4 -0.2
H -1.44740 1.89297 -0.30889 0.4 -0.2 -0.1
H -2.79243 1.04663 0.36501 0.6 -0.1 -0.1

---

2.
41
Properties=species:S:1:pos:R:3:forces:R:3 method="wB97M-V/def2-TZVPD" gap_ha=0.316 smiles="Cc1nccn1C[C@@H]1CCc2c(c3ccccc3n2C)C1=O" e_lumo_ev=0.35 e_tot_ha=-936.85581 total_charge=0
C 3.07291 2.45762 -0.68917 -0.1 0.0 0.0
C 3.91314 1.26489 -0.42679 -0.1 0.1 -0.1
N 5.20598 1.28043 -0.23483 0.1 0.5 0.0
C 5.57804 -0.01030 -0.02356 -0.1 -0.3 0.0
C 4.48833 -0.82265 -0.09116 0.2 -0.2 0.1
N 3.41941 -0.00452 -0.35889 0.4 0.2 -0.1
C 2.05648 -0.43911 -0.47230 -0.3 0.0 0.2
C 1.34156 -0.48998 0.90456 0.0 0.1 0.1
C 0.75489 -1.86908 1.21432 0.0 0.0 -0.1
C -0.37493 -2.26478 0.25836 0.0 -0.1 0.1
C -1.32763 -1.12963 0.15660 0.4 0.3 0.2
C -1.02581 0.17739 0.49418 -0.5 -0.2 -0.1
C -2.22125 0.94271 0.28437 -0.2 -0.3 -0.1
C -2.54280 2.28548 0.44821 0.0 0.0 0.0
C -3.82534 2.68880 0.14379 0.0 0.1 0.0
C -4.78098 1.78189 -0.31636 -0.1 0.0 0.0
C -4.48316 0.44480 -0.48805 -0.1 -0.1 -0.1
C -3.19318 0.03188 -0.18673 0.1 0.7 0.2
N -2.61381 -1.21961 -0.26243 0.2 0.0 0.0
C -3.28165 -2.41850 -0.68575 -0.2 -0.3 0.0
C 0.27237 0.60921 0.94326 0.4 -0.5 0.1
O 0.54844 1.74457 1.27988 -0.1 0.1 0.0
H 2.61093 2.39873 -1.67565 -0.1 0.1 -0.1
H 3.70459 3.33910 -0.64839 0.0 0.0 0.0
H 2.28501 2.54460 0.05820 0.0 0.1 0.0
H 6.60219 -0.26527 0.16148 0.2 -0.2 0.0
H 4.37663 -1.88270 0.01488 0.0 -0.2 0.0
H 1.52655 0.23826 -1.14830 0.1 -0.1 0.0
H 2.06281 -1.43617 -0.92217 0.0 0.1 0.0
H 2.08474 -0.24502 1.67090 -0.1 0.0 -0.1
H 1.54722 -2.62018 1.18171 0.0 0.0 0.0
H 0.35749 -1.84888 2.23181 0.0 -0.1 0.0
H 0.02494 -2.50119 -0.73385 0.0 -0.1 0.0
H -0.87553 -3.16186 0.63144 0.0 0.0 -0.1
H -1.79784 2.97676 0.80801 0.1 0.1 0.0
H -4.10324 3.72520 0.26397 0.0 0.1 0.0
H -5.77688 2.13377 -0.54108 -0.1 0.0 0.0
H -5.23503 -0.24637 -0.83888 -0.1 -0.1 0.0
H -3.72871 -2.94211 0.16465 0.0 0.0 -0.1
H -2.57577 -3.08554 -1.17957 -0.1 0.0 0.0
H -4.07106 -2.16266 -1.39065 0.1 0.0 0.0

---

3.
104
Properties=species:S:1:pos:R:3:forces:R:3 method="wB97M-V/def2-TZVPD" gap_ha=0.062 e_lumo_ev=-5.28 e_tot_ha=-5428.25181 total_charge=0
Cd 6.38410 -11.99362 11.24433 0.5 2.2 -1.2
Tl -1.29952 -10.85042 6.58679 0.6 0.3 0.5
C 0.84215 -13.83426 4.61999 1.6 0.5 0.0
C 0.67929 -14.32446 6.04166 -0.7 1.0 0.3
O -0.36116 -13.63601 6.60119 0.2 -0.5 0.5
H 1.23766 -12.82478 4.73240 -0.8 0.5 -0.2
H -0.07159 -13.90827 4.03032 0.3 0.0 0.0
H 1.75238 -14.27206 4.21022 -0.4 -0.8 -0.6
H 1.60735 -14.25319 6.60886 0.5 0.4 0.2
H 0.54699 -15.40596 6.01067 -0.9 -0.6 0.0
C 1.85253 -8.72036 9.70834 1.4 -0.9 0.5
C 3.10900 -9.16184 10.21165 0.2 3.4 2.9
C 3.79075 -10.34797 9.56949 4.6 -2.2 2.3
O 4.84621 -10.98430 10.05895 -2.9 2.9 -0.6
C 3.39392 -10.89567 8.39751 -3.7 0.0 -1.7
C 2.13295 -10.47372 7.79998 0.3 0.2 -0.8
C 1.28920 -9.34615 8.62763 -1.9 -1.4 -2.4
O 0.13728 -9.15721 8.20447 0.8 0.1 0.0
O 1.69078 -10.95554 6.74949 -0.1 0.8 1.7
O 3.51292 -8.46478 11.22845 0.2 -2.8 -2.3
H 1.37491 -7.95749 10.30525 -0.1 0.1 -0.4
H 3.66419 -11.89915 8.10359 0.7 0.2 0.0
C 6.92156 -14.62821 14.49088 -0.5 1.0 -2.1
C 5.93162 -15.49503 15.04313 1.6 -1.9 5.2
C 4.55090 -15.68207 14.43581 -3.0 -4.4 2.6
O 3.66772 -16.52970 14.90037 3.3 2.7 -0.8
C 4.23901 -14.99460 13.30898 1.8 3.6 -2.7
C 5.19241 -14.02537 12.76639 -0.7 -2.1 1.7
C 6.66068 -13.89319 13.31105 -1.0 -1.8 1.4
O 7.46072 -13.19931 12.63709 1.0 -0.7 1.0
O 4.90539 -13.29622 11.80369 -2.3 -1.1 -0.5
O 6.22991 -16.09021 16.16496 -1.4 1.7 -4.0
H 7.90985 -14.57699 14.92338 -0.1 -0.1 0.2
H 3.27667 -15.06048 12.82323 -0.1 -0.1 0.1
C -4.31543 -7.28257 9.70198 1.3 -0.1 1.4
S -2.98358 -8.64146 9.56268 -2.5 0.0 -2.0
O -2.82086 -8.85760 8.05230 0.3 0.4 1.7
C -1.63799 -7.73092 10.27566 0.3 -0.1 -0.3
H -3.97681 -6.32441 9.30782 0.0 -0.3 -0.7
H -4.31233 -7.08321 10.77360 -0.1 -0.2 0.3
H -5.35009 -7.52543 9.45992 0.5 -0.5 -0.5
H -1.93243 -7.41570 11.27668 -0.1 0.3 -0.1
H -1.35530 -6.93526 9.58636 0.1 0.1 0.3
H -0.84478 -8.47213 10.37322 0.1 0.1 -0.2
C 0.43851 -6.13182 3.95913 -0.5 0.6 0.8
S -0.67127 -6.91036 5.24675 1.0 -0.8 0.7
O -0.39525 -8.39158 5.37502 -0.2 0.7 -0.6
C 0.18525 -6.16776 6.73684 0.2 0.2 -1.1
H 0.21577 -6.31754 2.90842 -0.2 -0.9 0.3
H 1.50135 -6.21261 4.18703 -0.1 -0.2 0.0
H 0.12844 -5.09116 4.05392 0.2 0.3 0.3
H -0.32802 -6.32199 7.68598 -0.4 -0.1 -0.5
H 0.30344 -5.10999 6.50175 -0.1 0.1 0.3
H 1.17480 -6.61134 6.84704 0.0 -0.2 -0.3
C 2.22959 -7.35856 15.99485 -0.2 -0.1 -0.2
S 0.53207 -7.35944 15.34515 0.2 -0.5 -2.0
O 0.27958 -6.02301 14.73499 0.1 0.1 0.5
C 0.89278 -8.38282 13.78025 0.1 -0.1 1.1
H 2.47324 -8.33728 16.40820 -0.2 0.0 0.1
H 2.23056 -6.59758 16.77524 0.2 -0.1 -0.1
H 2.94103 -7.14334 15.19758 -0.1 0.3 0.0
H 1.92991 -8.18860 13.50687 -0.1 0.0 -0.2
H 0.22615 -8.10072 12.96530 -0.1 0.4 0.4
H 0.73710 -9.44723 13.95603 0.2 0.0 0.3
C 0.48726 -11.44950 11.58444 -0.5 -1.0 1.0
S -0.83945 -12.34296 10.62454 3.1 2.3 -2.8
O -1.05824 -11.36276 9.43338 -0.6 -1.5 1.7
C 0.37886 -13.52840 9.87143 -0.9 -1.9 -0.1
H 0.11507 -10.68977 12.27174 -0.5 0.1 -0.4
H 1.32363 -11.04117 11.01712 -0.4 -0.3 -0.5
H 0.84630 -12.24597 12.23623 0.3 -0.1 0.1
H -0.21789 -14.29403 9.37564 -0.7 0.5 -0.6
H 0.88128 -14.26994 10.49256 0.4 0.8 1.1
H 1.05889 -13.19701 9.08669 -0.2 1.0 0.3
C 5.11549 -14.33764 8.66534 -0.6 -0.9 -0.2
S 6.87445 -14.43527 9.14639 -1.1 -0.1 -1.1
O 7.11832 -13.12773 9.85918 1.8 -2.4 -2.9
C 6.77017 -15.80968 10.33180 -0.7 1.4 -0.2
H 4.47774 -14.05202 9.50188 0.4 0.7 0.2
H 4.67391 -15.29490 8.38827 0.7 -0.6 0.1
H 4.93397 -13.77442 7.74996 0.5 0.6 0.3
H 7.62449 -15.57291 10.96598 0.0 -0.8 0.2
H 6.74071 -16.73702 9.75972 0.6 0.1 0.1
H 5.82611 -15.70182 10.86587 0.2 -0.1 0.3
C 2.35163 -4.34257 11.50457 -0.3 -1.1 0.4
S 2.03037 -5.06951 9.84038 1.6 2.1 0.2
O 1.52318 -3.87624 9.09342 -0.7 -0.5 -0.6
C 3.83207 -5.10105 9.34863 -0.6 -1.3 -0.4
H 1.52846 -4.65771 12.14579 0.0 -0.2 0.1
H 2.34597 -3.25422 11.56445 0.2 -0.1 -0.8
H 3.28549 -4.76700 11.87316 -0.1 0.1 0.2
H 4.04650 -5.82182 8.55956 -0.6 -0.2 -0.2
H 4.40909 -5.52143 10.17229 0.2 0.8 0.1
H 4.03847 -4.13831 8.88108 0.2 0.2 0.9
C 3.63902 -11.28052 14.19977 0.7 -0.6 -1.0
S 5.44137 -10.88545 14.19955 -1.2 1.5 0.7
O 5.96976 -10.90335 12.80732 -0.7 2.4 2.3
C 5.24662 -9.08636 14.52703 0.6 -0.4 0.4
H 3.21947 -11.01076 15.16896 0.0 -0.1 -0.1
H 3.60527 -12.34498 13.96766 0.0 -0.3 0.8
H 3.09749 -10.89515 13.33587 0.2 0.9 0.1
H 6.24476 -8.65190 14.47177 0.1 -0.2 -0.3
H 4.96346 -8.95945 15.57193 -0.4 -0.1 0.0
H 4.59258 -8.56958 13.82468 -0.1 -0.4 -0.1